Record 1
C10H14BIN6V | ωB97M-V with the def2-TZVPD basis set

Geometry as ORCA input:
```
! wB97M-V def2-TZVPD RIJCOSX def2/J DEFGRID3
* xyz 0 4
H 0.834 3.341 1.723
N 0.567 1.751 0.372
B 0.219 0.434 -1.772
N 0.596 1.694 -1.026
C 0.863 2.900 -1.521
V 0.435 0.145 1.385
H 0.975 2.992 -2.589
C 1.024 3.793 -0.466
H 1.273 4.829 -0.549
C 0.826 3.046 0.698
H 0.207 0.541 -2.963
C -1.349 -1.722 3.470
H -1.131 -2.227 4.423
H -0.423 -1.753 2.815
H -2.187 -2.285 3.025
N -1.154 0.004 -1.229
N 1.182 -0.676 -1.311
N -1.344 -0.158 0.129
N 1.317 -0.938 0.063
C -2.301 -0.192 -1.906
C 1.975 -1.502 -2.000
H -2.330 -0.122 -2.995
H 2.067 -1.385 -3.079
C -3.284 -0.516 -0.956
C 2.609 -2.347 -1.097
C -2.641 -0.498 0.303
C 2.187 -1.978 0.179
H -4.309 -0.737 -1.144
H 3.321 -3.128 -1.320
H -3.019 -0.694 1.290
H 2.413 -2.322 1.187
H -1.673 -0.693 3.703
I 2.256 0.400 3.160
*
```

Values from the calculation:
HOMO level (spin up / spin down), eV: -7.2284 / -8.4868
<S²>: 3.7642
Kohn-Sham gap (spin up / spin down), eV: 7.80 / 9.00
LUMO level (spin up / spin down), eV: 0.6 / 0.5

natural (NBO) atomic charge list, values in e, 5 entries: 0.231 -0.380 0.541 -0.328 0.030

=====

Record 2
C18H31N2O4 | ωB97M-V with the def2-TZVPD basis set

Geometry as ORCA input:
```
! wB97M-V def2-TZVPD RIJCOSX def2/J DEFGRID3
* xyz 1 1
C -1.967 -3.889 1.444
C -2.374 -3.053 0.164
C -1.965 -1.515 0.259
C -0.819 -1.213 -0.779
C 0.615 -1.608 -0.293
N -0.900 0.181 -1.326
C -0.218 1.212 -0.805
C -0.176 2.586 -1.253
C 0.675 3.710 -0.621
C 0.284 4.074 0.863
C 1.406 3.814 1.932
C 2.814 4.381 1.557
C 2.940 5.951 1.640
O 3.680 6.388 0.474
C 5.047 6.625 0.781
C -1.057 2.818 -2.417
C -1.750 1.605 -2.828
N -1.687 0.364 -2.360
H -1.248 -3.272 2.028
H -1.444 -4.821 1.094
H -2.901 -4.149 1.990
H -1.854 -3.534 -0.707
H -3.469 -3.102 -0.069
H -1.731 -1.192 1.298
H -2.865 -0.956 -0.121
H -1.044 -1.866 -1.662
H 0.891 -2.664 -0.506
H 1.400 -0.964 -0.772
H 0.690 -1.479 0.820
H 0.398 0.974 0.095
H 0.504 4.617 -1.257
H 1.746 3.431 -0.766
H 0.083 5.180 0.871
H -0.701 3.611 1.138
H 1.437 2.704 2.107
H 1.093 4.318 2.886
H 3.205 4.066 0.563
H 3.533 3.964 2.314
H 1.971 6.499 1.675
H 3.596 6.207 2.515
H 5.566 7.075 -0.106
H 5.618 5.679 1.004
H 5.198 7.364 1.615
H -1.170 3.810 -2.889
H -2.453 1.737 -3.684
C -2.303 -8.448 -0.440
C -2.748 -7.460 -1.482
O -2.052 -6.272 -1.105
C -0.962 -6.652 -0.390
O -0.075 -5.917 -0.067
O -1.005 -7.972 -0.088
H -2.253 -9.467 -0.822
H -2.937 -8.435 0.449
H -2.440 -7.745 -2.490
H -3.825 -7.299 -1.474
*
```

Values from the calculation:
HOMO level, eV: -11.7991
Kohn-Sham gap, eV: 7.42
LUMO level, eV: -4.4
Energy above the lowest of the compared OMol25 structures with the same formula, charge and spin, kJ/mol: 244.9

natural (NBO) atomic charge list, values in e, 5 entries: -0.627 -0.402 -0.413 -0.052 -0.649

=====

Record 3
C2H3IN2 | ωB97M-V with the def2-TZVPD basis set

Geometry as ORCA input:
```
! wB97M-V def2-TZVPD RIJCOSX def2/J DEFGRID3
* xyz 0 1
C -1.854 -0.080 0.610
C 1.836 0.669 -0.579
N -0.973 -0.774 0.058
N -0.405 -1.686 -0.280
I 3.729 0.215 0.085
H -1.813 0.946 0.403
H -2.459 -0.548 1.217
H 1.940 1.257 -1.514
*
```

Values from the calculation:
HOMO level (spin up / spin down), eV: -8.3318 / -8.3316
Kohn-Sham gap (spin up / spin down), eV: 6.98 / 6.97
LUMO level (spin up / spin down), eV: -1.4 / -1.4
Energy above the lowest of the compared OMol25 structures with the same formula, charge and spin, kJ/mol: 473.7

natural (NBO) atomic charge list, values in e, 5 entries: -0.468 -0.319 0.077 -0.027 0.219

=====

Record 4
C22H23N3O7P2RhS | ωB97M-V with the def2-TZVPD basis set

Geometry as ORCA input:
```
! wB97M-V def2-TZVPD RIJCOSX def2/J DEFGRID3
* xyz -1 1
Rh -1.116 0.697 -1.015
O -5.057 2.544 -1.736
P -4.141 1.496 -0.930
O -4.751 1.161 0.372
O -2.723 2.025 -1.013
O -4.217 0.158 -1.861
P -3.395 -0.162 -3.230
O -3.685 1.197 -4.098
O -4.030 -1.306 -3.916
O -1.934 -0.173 -2.881
H -4.670 2.651 -2.618
H -4.338 0.955 -4.764
N 1.064 -2.875 -1.628
C 2.419 -2.677 -1.287
C 3.226 -3.723 -0.870
C 4.560 -3.482 -0.566
C 5.073 -2.196 -0.635
C 4.251 -1.144 -1.017
C 2.934 -1.389 -1.376
S 1.874 -0.107 -1.957
N 0.387 -0.654 -1.306
C 0.140 -1.905 -1.245
C -1.182 -2.353 -0.710
C -1.554 -3.688 -0.641
C -2.798 -4.001 -0.111
C -3.616 -2.985 0.338
C -3.176 -1.671 0.223
N -1.990 -1.375 -0.296
H 0.749 -3.821 -1.494
H 2.816 -4.724 -0.793
H 5.194 -4.303 -0.258
H 6.107 -2.010 -0.378
H 4.627 -0.129 -1.049
H -0.928 -4.489 -1.008
H -3.117 -5.034 -0.062
H -4.594 -3.186 0.753
H -3.789 -0.826 0.525
C 1.257 0.200 1.536
C 0.370 1.451 1.596
C -0.739 1.185 2.626
C -0.368 1.762 0.307
C 1.245 2.645 1.961
C 2.250 3.020 1.064
C 3.079 4.097 1.323
C 2.921 4.834 2.492
C 1.922 4.482 3.384
C 1.090 3.398 3.118
H 0.632 -0.677 1.354
H 1.782 0.062 2.485
H 2.001 0.265 0.742
H -1.306 0.312 2.302
H -1.434 2.023 2.695
H -0.320 0.984 3.617
H -0.854 2.743 0.374
H 2.353 2.462 0.140
H 3.845 4.372 0.609
H 3.565 5.680 2.697
H 1.779 5.055 4.292
H 0.311 3.148 3.826
*
```

Values from the calculation:
HOMO level (spin up / spin down), eV: -4.2956 / -3.7281
Kohn-Sham gap (spin up / spin down), eV: 6.44 / 5.88
LUMO level (spin up / spin down), eV: 2.1 / 2.2
Energy above the lowest of the compared OMol25 structures with the same formula, charge and spin, kJ/mol: 0.0

natural (NBO) atomic charge list, values in e, 5 entries: 0.682 -1.005 2.560 -1.153 -1.121